(1)
Computed, not measured: a 2-piece molecular cluster, C29H28N2O overall at a distorted geometry, with wB97M-V/def2-TZVPD.

```
60
Properties=species:S:1:pos:R:3:lowdin_charge:R:1
C -5.281 -2.243 -2.504 -0.20
C -5.106 -0.749 -2.765 -0.18
C -4.105 -0.066 -1.837 -0.14
N -2.867 -0.825 -1.624 -0.08
C -1.744 -0.148 -1.382 -0.02
C -0.481 -0.726 -1.156 -0.06
C 0.675 -0.089 -1.581 0.00
C 1.878 -0.814 -1.933 -0.22
C 2.740 -0.370 -2.969 -0.03
C 3.825 -1.138 -3.377 -0.07
C 4.115 -2.349 -2.729 -0.07
C 3.308 -2.775 -1.664 -0.08
C 2.201 -2.023 -1.274 -0.03
C -2.935 -2.273 -1.447 -0.14
C -3.946 -2.967 -2.364 -0.18
H -5.887 -2.396 -1.602 0.12
H -5.830 -2.680 -3.344 0.11
H -4.778 -0.602 -3.801 0.12
H -6.066 -0.234 -2.660 0.12
H -3.815 0.900 -2.271 0.13
H -4.585 0.144 -0.865 0.14
H -1.814 0.944 -1.460 0.14
H -0.428 -1.705 -0.664 0.10
H 0.568 0.935 -1.947 0.12
H 2.519 0.584 -3.453 0.11
H 4.455 -0.790 -4.199 0.11
H 4.963 -2.954 -3.050 0.10
H 3.543 -3.700 -1.133 0.11
H 1.579 -2.350 -0.437 0.11
H -1.947 -2.702 -1.649 0.12
H -3.183 -2.513 -0.398 0.14
H -4.108 -3.980 -1.982 0.12
H -3.494 -3.076 -3.357 0.12
C 2.885 -1.081 3.560 -0.11
C 1.553 -0.643 3.543 -0.10
C 1.088 0.121 2.481 -0.05
C 1.984 0.539 1.458 -0.23
C 1.586 1.519 0.495 -0.20
C 0.451 2.425 0.783 -0.32
O -0.412 2.664 -0.069 0.04
C 0.344 3.040 2.166 -0.16
C 1.429 3.152 3.049 -0.02
C 1.239 3.582 4.363 -0.07
C -0.035 3.975 4.791 -0.09
C -1.098 3.978 3.879 -0.09
C -0.905 3.534 2.570 -0.03
C 2.429 1.949 -0.527 -0.27
N 3.119 2.325 -1.406 0.14
C 3.283 -0.031 1.413 -0.04
C 3.727 -0.816 2.472 -0.10
H 3.261 -1.644 4.417 0.09
H 0.879 -0.891 4.367 0.10
H 0.044 0.448 2.447 0.12
H 2.425 2.860 2.707 0.13
H 2.084 3.604 5.053 0.10
H -0.198 4.278 5.827 0.10
H -2.086 4.326 4.179 0.10
H -1.724 3.533 1.848 0.11
H 3.934 0.198 0.564 0.11
H 4.744 -1.213 2.447 0.10
```

## Properties
E ... -35552.748 eV
Gap between HOMO and LUMO ... 5.1 eV
Relative energy (zero: lowest compared OMol25 entry of this formula, charge and spin) ... 0.0 kcal per mole
LUMO energy ... -0.0395 Eh

---

(2)
Computed, not measured: an isolated molecule of C18H18N2O5, with wB97M-V/def2-TZVPD.

```
43
Properties=species:S:1:pos:R:3:lowdin_charge:R:1
C -6.774 -0.233 0.628 -0.07
O -5.886 -1.107 -0.030 -0.07
C -4.581 -0.780 -0.239 -0.19
C -3.848 -1.776 -0.879 0.00
C -2.507 -1.626 -1.172 -0.04
C -1.868 -0.446 -0.838 -0.21
C -0.410 -0.223 -1.111 -0.12
O 0.232 -0.150 0.170 -0.04
N 1.578 0.168 0.087 0.02
C 1.926 1.492 -0.150 -0.35
O 1.072 2.342 -0.315 0.09
C 3.350 1.744 -0.196 -0.12
C 3.830 3.134 -0.435 0.00
N 4.264 0.799 -0.035 -0.16
O 5.491 1.056 -0.086 -0.01
C 3.858 -0.526 0.195 -0.09
C 4.816 -1.524 0.365 0.01
C 4.421 -2.822 0.595 -0.07
C 3.066 -3.134 0.663 -0.07
C 2.108 -2.158 0.499 0.01
C 2.494 -0.836 0.258 -0.11
C -2.583 0.559 -0.200 0.04
C -3.927 0.418 0.113 -0.18
O -4.647 1.398 0.746 -0.11
C -3.988 2.585 1.118 -0.07
H -7.727 -0.761 0.646 0.09
H -6.454 -0.026 1.651 0.10
H -6.891 0.709 0.089 0.09
H -4.372 -2.683 -1.135 0.12
H -1.971 -2.423 -1.665 0.11
H 0.018 -1.049 -1.695 0.13
H -0.257 0.722 -1.645 0.13
H 4.448 3.461 0.401 0.10
H 2.980 3.798 -0.556 0.08
H 4.461 3.160 -1.324 0.09
H 5.854 -1.237 0.310 0.12
H 5.161 -3.596 0.727 0.10
H 2.758 -4.151 0.849 0.11
H 1.057 -2.390 0.564 0.12
H -2.054 1.462 0.056 0.12
H -3.607 3.125 0.246 0.10
H -4.745 3.191 1.615 0.10
H -3.166 2.389 1.813 0.10
```

## Properties
Structure (SMILES) ... COc1ccc(COn2c(=O)c(C)[n+]([O-])c3ccccc32)cc1OC
E ... -32172.104 eV
Gap between HOMO and LUMO ... 7.9 eV
Relative energy (zero: lowest compared OMol25 entry of this formula, charge and spin) ... 120.5 kcal per mole
LUMO energy ... -0.0111 Eh

---

(3)
Computed, not measured: C18H18N6O2Ta as an isolated structure, with wB97M-V/def2-TZVPD.

```
45
Properties=species:S:1:pos:R:3:lowdin_charge:R:1
Ta 0.133 -0.143 0.208 1.91
O -1.060 -1.545 0.248 -0.22
C -2.414 -1.824 0.285 -0.24
C -2.844 -3.114 0.114 0.04
C -4.218 -3.349 0.172 0.02
C -5.126 -2.321 0.404 -0.01
C -4.671 -1.031 0.587 0.03
C -3.293 -0.754 0.523 -0.14
C -2.840 0.571 0.775 0.00
N -1.607 0.998 0.731 -0.13
C -1.286 2.358 1.204 -0.16
C -0.273 2.160 2.310 -0.15
N 0.711 1.148 1.829 -0.11
C 1.846 1.106 2.496 0.00
C 2.924 0.202 2.339 -0.14
C 4.043 0.300 3.187 0.03
C 5.072 -0.611 3.071 -0.01
C 4.996 -1.625 2.120 0.02
C 3.900 -1.752 1.262 0.04
C 2.894 -0.832 1.390 -0.25
O 1.786 -0.880 0.582 -0.22
H -2.139 -3.916 -0.052 0.14
H -4.580 -4.361 0.041 0.14
H -6.185 -2.534 0.450 0.13
H -5.369 -0.226 0.781 0.14
H -3.604 1.295 1.059 0.16
H -2.177 2.877 1.553 0.14
H -0.855 2.930 0.378 0.13
H -0.760 1.769 3.205 0.14
H 0.236 3.089 2.561 0.14
H 1.965 1.845 3.288 0.16
H 4.086 1.088 3.929 0.14
H 5.934 -0.543 3.719 0.13
H 5.804 -2.340 2.041 0.14
H 3.845 -2.545 0.530 0.14
N -0.387 2.121 -5.402 0.25
C 0.596 1.262 -5.212 -0.39
N 1.347 0.817 -6.193 0.26
N 0.890 0.798 -3.969 0.23
C 0.556 0.709 -2.811 -0.22
N 0.345 0.563 -1.635 -0.03
H -0.596 2.491 -6.319 0.16
H -0.930 2.467 -4.629 0.14
H 1.212 1.112 -7.150 0.16
H 2.094 0.168 -5.998 0.16
```

## Properties
E ... -33523.598 eV
Gap between HOMO and LUMO ... 7.0 eV
Total charge ... +3
LUMO energy ... -0.3880 Eh

---

(4)
Computed, not measured: C23H45CeCl3N2O3PSi as an isolated structure at a distorted geometry, with wB97M-V/def2-TZVPD.

```
79
Properties=species:S:1:pos:R:3:lowdin_charge:R:1
C -1.567 -1.022 -4.896 -0.05
C -0.571 -1.276 -3.788 -0.21
H -1.327 -1.675 -5.760 0.08
H -1.513 0.025 -5.261 0.10
H -2.605 -1.269 -4.607 0.07
C 0.708 -1.584 -4.094 -0.12
C 1.214 -1.552 -5.488 -0.11
H 1.349 -2.156 -3.413 0.11
H 1.137 -0.569 -5.968 0.08
H 0.695 -2.264 -6.145 0.08
H 2.274 -1.829 -5.467 0.07
Ce 0.676 2.169 1.968 -0.15
Cl -1.268 0.353 1.955 0.01
Cl 0.692 4.322 3.410 -0.05
C 1.541 -1.004 3.319 -0.27
O 1.848 0.217 3.127 -0.17
N 2.417 -1.997 3.458 -0.17
C 3.841 -1.738 3.337 -0.03
C 1.985 -3.394 3.638 -0.03
H 0.498 -1.330 3.423 0.11
H 4.003 -0.664 3.431 0.09
H 4.243 -2.108 2.383 0.09
H 4.342 -2.315 4.129 0.10
H 0.897 -3.455 3.572 0.09
H 2.342 -3.746 4.621 0.10
H 2.434 -4.047 2.867 0.08
H 0.971 1.467 -2.321 0.09
H 3.460 -0.215 -2.986 0.09
C 1.875 2.097 -2.297 -0.01
C 3.909 0.708 -2.589 -0.04
N 2.999 1.404 -1.695 -0.17
H 1.648 3.008 -1.740 0.06
C 3.176 1.286 -0.377 -0.22
O 2.444 1.834 0.505 -0.22
H 4.821 0.442 -2.051 0.09
H 4.031 0.652 -0.112 0.15
H 2.162 2.302 -3.337 0.10
H 4.146 1.373 -3.425 0.10
O -1.571 0.269 -2.123 -0.16
C -1.117 -1.127 -2.367 -0.22
C 1.175 -1.277 -1.248 -0.05
C -0.151 -1.720 -1.327 -0.15
H 1.508 -0.449 -1.873 0.08
C 2.134 -1.965 -0.482 -0.06
H -2.015 -1.752 -2.305 0.14
C -0.504 -2.863 -0.601 -0.02
H 3.172 -1.623 -0.394 0.10
C 1.789 -3.188 0.110 -0.10
C 0.453 -3.603 0.087 -0.08
H -1.538 -3.209 -0.622 0.12
H 2.553 -3.787 0.577 0.09
H 0.190 -4.525 0.597 0.10
Si -3.026 0.937 -2.287 0.37
Cl 0.142 3.764 0.356 0.16
C -2.831 2.861 -2.143 -0.16
C -3.887 0.718 -0.641 -0.17
C -3.921 0.974 -3.856 -0.19
H -1.757 3.133 -2.216 0.02
H -3.209 3.156 -1.153 0.02
H -3.438 3.285 -2.956 0.02
H -3.450 1.682 -4.552 0.05
H -4.938 1.365 -3.674 0.06
H -4.021 0.041 -4.366 0.00
H -3.639 -0.236 -0.162 0.01
H -4.977 0.855 -0.740 0.04
H -3.466 1.486 0.026 0.01
C -1.197 3.139 5.967 -0.33
P -1.396 1.913 4.607 0.69
C -1.454 0.362 5.584 -0.29
C -3.190 2.119 4.295 -0.30
H -0.147 3.120 6.301 0.03
H -1.894 2.844 6.768 0.03
H -1.395 4.147 5.575 0.03
H -1.717 0.606 6.621 0.03
H -2.156 -0.349 5.130 0.04
H -0.456 -0.087 5.546 0.02
H -3.689 2.509 5.192 0.04
H -3.267 2.844 3.482 0.03
H -3.626 1.180 3.942 0.03
```

## Properties
E ... -101372.474 eV
Gap between HOMO and LUMO (alpha / beta) ... 7.2 / 7.4 eV
Spin multiplicity ... 2
Relative energy (zero: lowest compared OMol25 entry of this formula, charge and spin) ... 0.0 kcal per mole
LUMO energy (alpha / beta) ... 0.0035 / 0.0035 Eh

---

(5)
Computed, not measured: a 3-piece molecular cluster, C7H12 overall at a distorted geometry, with wB97M-V/def2-TZVPD.

```
19
Properties=species:S:1:pos:R:3:lowdin_charge:R:1
C 0.607 -0.688 2.959 -0.02
C 0.154 0.505 2.336 -0.28
C 0.081 0.153 0.737 -0.20
C -0.427 1.399 -0.033 -0.22
C -0.477 1.017 -1.422 -0.06
C -0.436 0.415 -2.476 -0.19
C -0.298 -0.531 -3.515 -0.10
H -0.069 -1.515 3.151 0.05
H 0.577 -2.408 -0.767 0.11
H 1.650 -0.827 3.229 0.05
H -0.871 0.794 2.596 0.11
H 0.837 1.353 2.436 0.11
H -0.586 -0.701 0.621 0.08
H 1.077 -0.148 0.416 0.09
H -1.420 1.676 0.338 0.12
H 0.257 2.238 0.127 0.12
H 0.106 -1.788 -2.403 0.12
H 0.473 -0.238 -4.256 0.06
H -1.235 -0.705 -4.075 0.06
```

## Properties
E ... -7444.480 eV
Gap between HOMO and LUMO (alpha / beta) ... 6.2 / 9.1 eV
Relative energy (zero: lowest compared OMol25 entry of this formula, charge and spin) ... 206.4 kcal per mole
LUMO energy (alpha / beta) ... -0.0528 / 0.0159 Eh

---

(6)
Computed, not measured: an isolated ion of composition C9H11N2O2 and charge +1 at a distorted geometry, with wB97M-V/def2-TZVPD.

```
24
Properties=species:S:1:pos:R:3:lowdin_charge:R:1
C -1.102 1.224 -1.505 0.05
C 0.132 1.188 -0.907 -0.17
C -1.842 0.273 -0.878 -0.23
C 1.401 1.951 -1.105 -0.26
C 3.571 -0.950 1.063 0.13
C 2.415 -0.496 1.446 -0.12
C 1.954 0.761 0.988 -0.04
C -3.301 -0.163 -1.016 0.03
C -1.346 -1.451 0.933 0.05
N -1.005 -0.361 -0.028 -0.08
N 0.190 0.161 -0.088 0.11
O 1.826 2.756 -1.810 0.27
O 2.381 1.353 -0.132 0.06
H -1.592 1.897 -2.277 0.17
H 3.942 -1.888 1.466 0.10
H 4.092 -0.581 0.192 0.10
H 1.784 -1.027 2.101 0.11
H 1.359 1.396 1.630 0.16
H -4.059 0.627 -0.870 0.11
H -3.339 -0.208 -2.136 0.11
H -3.296 -1.127 -0.532 0.06
H -2.393 -1.790 0.970 0.10
H -0.785 -2.336 0.609 0.11
H -0.987 -1.210 1.886 0.07
```

## Properties
E ... -16576.751 eV
Gap between HOMO and LUMO ... 8.9 eV
Total charge ... +1
Relative energy (zero: lowest compared OMol25 entry of this formula, charge and spin) ... 66.0 kcal per mole
LUMO energy ... -0.1788 Eh

---

(7)
Computed, not measured: an isolated molecule of C5H5N at a distorted geometry, with wB97M-V/def2-TZVPD.

```
11
Properties=species:S:1:pos:R:3:lowdin_charge:R:1
C 1.654 -0.678 0.054 -0.03
C 0.335 -0.116 0.274 -0.21
C -0.273 0.951 0.727 0.09
C -0.889 0.272 -0.508 -0.23
C -2.128 -0.288 -0.229 -0.26
N -3.249 -0.433 -0.178 0.15
H 2.406 0.040 0.316 0.08
H 1.664 -0.779 -1.016 0.09
H 1.781 -1.519 0.646 0.06
H -0.388 1.780 1.388 0.10
H -0.914 0.769 -1.473 0.13
```

## Properties
Structure (SMILES) ... CC1=C[C@@H]1C#N
E ... -6752.654 eV
Gap between HOMO and LUMO ... 10.6 eV
Relative energy (zero: lowest compared OMol25 entry of this formula, charge and spin) ... 75.0 kcal per mole
LUMO energy ... 0.0249 Eh

---

The lowest E belongs to which entry? C23H45CeCl3N2O3PSi

---

Copy entry 1 word for word.
Computed, not measured: a 2-piece molecular cluster, C29H28N2O overall at a distorted geometry, with wB97M-V/def2-TZVPD.

```
60
Properties=species:S:1:pos:R:3:lowdin_charge:R:1
C -5.281 -2.243 -2.504 -0.20
C -5.106 -0.749 -2.765 -0.18
C -4.105 -0.066 -1.837 -0.14
N -2.867 -0.825 -1.624 -0.08
C -1.744 -0.148 -1.382 -0.02
C -0.481 -0.726 -1.156 -0.06
C 0.675 -0.089 -1.581 0.00
C 1.878 -0.814 -1.933 -0.22
C 2.740 -0.370 -2.969 -0.03
C 3.825 -1.138 -3.377 -0.07
C 4.115 -2.349 -2.729 -0.07
C 3.308 -2.775 -1.664 -0.08
C 2.201 -2.023 -1.274 -0.03
C -2.935 -2.273 -1.447 -0.14
C -3.946 -2.967 -2.364 -0.18
H -5.887 -2.396 -1.602 0.12
H -5.830 -2.680 -3.344 0.11
H -4.778 -0.602 -3.801 0.12
H -6.066 -0.234 -2.660 0.12
H -3.815 0.900 -2.271 0.13
H -4.585 0.144 -0.865 0.14
H -1.814 0.944 -1.460 0.14
H -0.428 -1.705 -0.664 0.10
H 0.568 0.935 -1.947 0.12
H 2.519 0.584 -3.453 0.11
H 4.455 -0.790 -4.199 0.11
H 4.963 -2.954 -3.050 0.10
H 3.543 -3.700 -1.133 0.11
H 1.579 -2.350 -0.437 0.11
H -1.947 -2.702 -1.649 0.12
H -3.183 -2.513 -0.398 0.14
H -4.108 -3.980 -1.982 0.12
H -3.494 -3.076 -3.357 0.12
C 2.885 -1.081 3.560 -0.11
C 1.553 -0.643 3.543 -0.10
C 1.088 0.121 2.481 -0.05
C 1.984 0.539 1.458 -0.23
C 1.586 1.519 0.495 -0.20
C 0.451 2.425 0.783 -0.32
O -0.412 2.664 -0.069 0.04
C 0.344 3.040 2.166 -0.16
C 1.429 3.152 3.049 -0.02
C 1.239 3.582 4.363 -0.07
C -0.035 3.975 4.791 -0.09
C -1.098 3.978 3.879 -0.09
C -0.905 3.534 2.570 -0.03
C 2.429 1.949 -0.527 -0.27
N 3.119 2.325 -1.406 0.14
C 3.283 -0.031 1.413 -0.04
C 3.727 -0.816 2.472 -0.10
H 3.261 -1.644 4.417 0.09
H 0.879 -0.891 4.367 0.10
H 0.044 0.448 2.447 0.12
H 2.425 2.860 2.707 0.13
H 2.084 3.604 5.053 0.10
H -0.198 4.278 5.827 0.10
H -2.086 4.326 4.179 0.10
H -1.724 3.533 1.848 0.11
H 3.934 0.198 0.564 0.11
H 4.744 -1.213 2.447 0.10
```

## Properties
E ... -35552.748 eV
Gap between HOMO and LUMO ... 5.1 eV
Relative energy (zero: lowest compared OMol25 entry of this formula, charge and spin) ... 0.0 kcal per mole
LUMO energy ... -0.0395 Eh

---

The highest E belongs to which entry? C5H5N

---

Which of these has the highest E? C5H5N